Density functional theory data (ωB97M-V with the def2-TZVPD basis set) for a 8-piece molecular cluster, C32H64O22 overall.

Geometry as XYZ:
```
118
Properties=species:S:1:pos:R:3:forces:R:3
C 2.964432 -1.587272 2.118924 -0.5 0.5 0.1
C 2.544259 -0.145051 1.837108 0.4 0.3 0.5
O 2.647303 0.111874 0.425508 0.2 -0.3 -0.1
C 2.540977 1.349355 -0.042756 0.1 0.0 0.4
O 2.541208 1.585713 -1.217568 -0.1 0.2 -0.4
O 2.448575 2.257101 0.937136 -0.1 -0.5 0.2
C 2.102436 3.563210 0.517042 0.2 0.6 -1.0
H 3.929919 -1.612130 2.615088 0.1 -0.1 -0.1
H 3.006501 -2.154085 1.193059 0.0 0.0 0.1
H 2.237040 -2.034561 2.794657 0.1 -0.2 -0.1
H 3.209673 0.525531 2.387089 -0.1 0.1 -0.2
H 1.527964 0.102409 2.156827 0.0 -0.2 -0.1
H 2.854842 3.962621 -0.167505 0.1 0.0 0.2
H 2.027658 4.178681 1.400025 -0.1 0.0 0.2
H 1.179916 3.543225 -0.062130 -0.2 0.0 0.2
C 2.869058 -4.774464 -0.091693 0.1 0.3 1.0
C 2.104782 -4.808672 -1.364143 0.0 -0.1 -1.0
O 0.714938 -5.023146 -1.051276 0.2 -0.4 0.4
C -0.159040 -4.794698 -2.014786 0.1 0.4 0.1
O 0.032826 -4.146325 -3.008645 0.1 0.0 -0.3
O -1.313471 -5.362121 -1.671595 -0.2 -0.3 0.1
C -2.369861 -5.151940 -2.599705 -0.1 0.2 -0.6
H 2.472983 -3.930789 0.475800 0.3 -0.1 0.1
H 3.939084 -4.654326 -0.253954 0.0 0.2 -0.2
H 2.766201 -5.631782 0.574499 -0.3 -0.2 -0.3
H 2.416704 -5.590784 -2.064725 0.0 -0.1 0.2
H 2.210545 -3.865672 -1.906158 -0.1 0.0 0.1
H -2.027765 -5.297809 -3.625229 0.1 0.0 0.1
H -2.734658 -4.127362 -2.520931 -0.1 -0.1 0.1
H -3.150446 -5.876624 -2.399655 0.0 0.0 0.3
C -0.622046 -2.344690 2.499282 0.2 0.2 1.0
C -0.570930 -3.819007 2.207120 -0.8 0.1 -1.2
O 0.737677 -4.351518 2.363763 0.4 0.1 -0.3
C 1.196905 -4.665346 3.557808 -0.5 0.0 0.4
O 2.358103 -4.821374 3.785982 0.7 -0.2 0.1
O 0.210704 -4.793594 4.456306 -0.2 0.2 0.1
C 0.605051 -5.183495 5.763667 -0.1 -0.5 0.4
H -1.621220 -1.959283 2.302037 0.0 0.0 -0.2
H 0.135221 -1.805261 1.929645 -0.2 -0.1 -0.3
H -0.408012 -2.129532 3.555333 -0.1 -0.1 0.0
H -0.762991 -3.930784 1.136220 0.1 -0.2 0.0
H -1.319350 -4.416855 2.717378 0.0 0.1 0.4
H 0.735096 -6.268337 5.794135 0.2 0.1 -0.1
H -0.203739 -4.953642 6.454091 -0.1 0.2 -0.3
H 1.512225 -4.681900 6.088831 0.1 0.0 -0.1
C -0.243345 3.618768 -3.318049 -0.4 0.8 0.2
C 0.247864 5.036181 -3.105080 0.4 -0.6 -1.0
O 0.142693 5.318111 -1.710758 -0.5 0.3 0.3
C 0.532710 6.507240 -1.258579 0.9 -0.2 0.0
O 0.600008 6.764519 -0.088203 -0.3 0.1 0.1
O 0.947673 7.308660 -2.247434 -0.2 0.0 -0.1
C 1.433016 8.586744 -1.854615 0.4 0.5 0.2
H 0.416742 2.999505 -2.715916 -0.3 -0.6 -0.1
H -0.219918 3.378705 -4.378161 0.4 -0.1 0.0
H -1.297889 3.545732 -3.044866 0.1 -0.2 0.4
H -0.287067 5.745974 -3.734878 -0.1 0.2 0.3
H 1.305338 5.059978 -3.378537 0.0 0.2 0.0
H 2.282561 8.526974 -1.172427 -0.2 -0.3 0.1
H 0.649555 9.176219 -1.382954 0.0 0.0 0.0
H 1.794581 9.072741 -2.756962 -0.2 -0.1 -0.1
C -1.835429 5.271283 2.456908 -0.3 0.4 -0.4
C -1.025739 4.368934 1.562710 0.6 0.5 0.2
O -0.899035 3.045295 2.099216 -0.9 -0.3 -0.4
C -0.061202 2.866663 3.093686 0.6 -0.1 -0.1
O 0.802049 3.633172 3.434117 0.0 0.0 0.4
O -0.281086 1.646519 3.601708 -0.4 0.2 -0.2
C 0.597422 1.244104 4.628718 0.7 -0.4 0.3
H -1.441373 5.289080 3.470681 -0.1 -0.2 0.1
H -2.899920 5.039623 2.429695 0.0 -0.1 0.3
H -1.724069 6.290289 2.073645 0.0 -0.1 0.0
H -0.042787 4.815528 1.458702 0.1 -0.1 -0.1
H -1.443533 4.245452 0.570005 -0.2 -0.1 0.0
H 0.288201 1.597983 5.610937 -0.1 0.2 -0.1
H 1.608151 1.591788 4.416263 0.0 0.1 0.1
H 0.595374 0.155603 4.636676 -0.1 0.0 0.0
C 2.325385 2.381842 -5.328195 0.5 -0.7 0.6
C 3.266393 1.224187 -5.739524 -0.1 1.0 0.2
O 2.817255 0.500771 -6.888783 -0.1 -0.6 0.5
C 2.819863 1.164927 -8.024453 0.0 0.3 0.0
O 3.076095 2.334022 -8.144359 0.2 0.2 -0.2
O 2.482629 0.316415 -8.990081 -0.1 -0.3 -0.2
C 2.591357 0.790761 -10.328286 0.0 0.5 -0.1
H 1.992957 2.178962 -4.311029 -0.2 0.0 0.0
H 1.457731 2.434183 -5.978417 0.0 0.2 -0.1
H 2.863123 3.324915 -5.271513 -0.1 0.1 -0.4
H 3.319994 0.499442 -4.934943 0.0 -0.2 -0.2
H 4.266931 1.614779 -5.932757 0.0 -0.1 -0.1
H 1.610154 0.785399 -10.797880 0.0 -0.2 0.0
H 3.281045 0.144837 -10.863307 0.0 -0.1 0.0
H 2.959182 1.816038 -10.331960 0.1 -0.1 0.0
C -4.800151 -0.557632 2.499507 -0.2 -0.8 0.0
C -4.939674 -1.317161 3.810840 0.0 1.1 -0.3
O -3.961243 -2.352498 3.789071 0.4 0.0 -0.6
C -3.998503 -3.363992 4.632261 -0.1 0.1 0.0
O -3.206780 -4.257954 4.607980 0.5 -0.4 0.0
O -5.007070 -3.260946 5.493961 -0.5 0.3 0.3
C -5.024824 -4.254247 6.500191 0.4 -0.7 0.5
H -5.076864 -1.224288 1.679173 0.0 0.2 -0.1
H -3.765277 -0.264187 2.340307 0.0 0.2 0.0
H -5.460145 0.306398 2.489354 0.0 0.1 0.0
H -5.933655 -1.734750 3.943858 0.0 0.0 0.0
H -4.708759 -0.614975 4.617070 -0.1 -0.3 0.3
H -4.045605 -4.333072 6.978718 -0.1 0.1 0.0
H -5.242880 -5.241792 6.092703 -0.1 0.1 -0.1
H -5.760075 -3.978085 7.246826 -0.2 0.2 -0.1
C -1.253652 -0.843349 -1.955884 0.0 -1.0 -0.3
C -0.328856 -0.381116 -0.832305 0.0 1.0 -0.1
C -1.321492 0.200173 0.197773 -0.3 -0.9 -0.4
O -2.590615 -0.418673 -0.076884 -0.3 0.2 0.2
C -2.528809 -1.238164 -1.229128 -0.3 0.3 -0.2
H -0.904113 -1.705790 -2.534426 0.3 0.2 0.2
H -1.423854 -0.052875 -2.685158 -0.2 0.2 0.2
H 0.289059 0.449554 -1.189011 0.2 -0.4 0.0
H 0.337610 -1.153678 -0.451016 -0.2 -0.1 0.1
H -1.426618 1.278242 0.068058 0.0 0.0 0.2
H -1.108397 -0.065100 1.230175 0.4 0.4 0.1
H -3.419982 -1.070130 -1.843249 0.0 0.1 0.1
H -2.577729 -2.294264 -0.933437 0.4 0.0 0.0
```
Positions in Å, forces in eV/Å.

The strongest force on any atom is 0.02760 hartree/bohr. Its multiplicity is 1. The energy above the lowest of the compared OMol25 structures with the same formula, charge and spin is 184.7 kJ/mol. Its SMILES is CCOC(=O)OC.CCOC(=O)OC.CCOC(=O)OC.CCOC(=O)OC.CCOC(=O)OC.CCOC(=O)OC.CCOC(=O)OC.C1CCOC1.

Density functional theory data (ωB97M-V with the def2-TZVPD basis set) for a 8-piece molecular cluster, C32H64O24 overall.

Geometry as XYZ:
```
120
Properties=species:S:1:pos:R:3:forces:R:3
C -8.643535 -3.586172 -2.996786 0.4 0.7 1.0
C -7.795286 -4.341318 -3.932397 1.1 -0.3 -1.2
O -8.652238 -5.150731 -4.787477 1.1 -0.5 -0.6
C -8.080262 -5.887594 -5.772251 2.0 -0.5 -1.3
O -6.893962 -5.982341 -6.128539 -2.4 0.9 1.6
O -9.044061 -6.565098 -6.406397 -0.3 -0.7 0.0
C -8.652148 -7.354654 -7.585993 0.0 0.8 0.4
H -8.035277 -3.498473 -2.096553 -0.5 -0.3 0.5
H -9.573827 -4.130031 -2.832841 -0.1 0.6 0.2
H -8.669360 -2.536937 -3.291019 -1.1 -0.1 -0.3
H -7.053028 -4.911871 -3.374177 -0.2 -0.7 -0.4
H -7.226729 -3.617433 -4.516218 0.1 -0.4 -0.5
H -7.756450 -7.962106 -7.456236 0.1 0.4 0.4
H -8.505247 -6.615989 -8.373962 0.1 -0.3 -0.2
H -9.455565 -8.047062 -7.837363 -0.3 0.5 0.3
C 6.105484 -5.865390 -5.027377 0.1 -0.6 2.3
C 6.904285 -6.055380 -6.229247 -0.6 0.6 -3.5
O 7.121056 -7.443217 -6.582933 0.3 -0.6 0.9
C 7.381976 -7.829175 -7.826345 0.5 2.9 -3.3
O 7.536617 -7.049430 -8.833477 -0.7 -3.1 3.9
O 7.450021 -9.169070 -7.859058 0.1 0.3 -0.8
C 7.437899 -9.746163 -9.203081 0.2 0.8 -0.2
H 5.754775 -4.841564 -4.897400 0.2 0.1 -0.4
H 6.760301 -6.071784 -4.180780 -0.4 -0.2 0.5
H 5.228706 -6.512237 -4.996544 0.1 -0.1 0.0
H 7.821366 -5.467739 -6.271138 0.2 -0.4 0.1
H 6.254301 -5.694769 -7.026480 0.4 0.3 -0.5
H 6.496523 -9.476461 -9.681816 -0.2 -0.5 0.2
H 7.648423 -10.813646 -9.137856 -0.4 0.2 0.4
H 8.182675 -9.310684 -9.869237 0.3 0.2 0.5
C -15.363087 7.837118 7.997997 -0.2 -0.1 -0.1
C -14.725804 7.110139 6.836519 -0.5 -0.3 -0.1
O -13.368486 6.815498 7.185874 1.2 -0.9 -0.6
C -12.301343 7.628480 6.909579 -2.0 0.1 0.2
O -12.384139 8.819321 6.891210 0.5 0.7 -0.3
O -11.246299 6.874830 6.711517 1.3 -0.8 0.0
C -9.939113 7.401116 6.389576 0.3 0.7 -0.3
H -15.351857 7.164232 8.855434 0.5 0.2 0.2
H -16.430068 8.027333 7.881971 0.1 0.3 -0.5
H -14.788198 8.745939 8.175857 -0.3 0.0 0.3
H -14.864336 7.500480 5.828277 0.6 1.1 0.2
H -15.228356 6.157665 6.668232 0.3 -0.5 0.6
H -9.897140 7.880348 5.411475 -0.5 -0.2 -0.2
H -9.211833 6.589409 6.372419 -0.6 -0.3 0.2
H -9.528205 8.166888 7.047483 -0.6 -0.1 0.6
C -3.337714 2.573021 1.254031 -0.4 0.9 0.6
C -4.199198 1.979070 0.145921 -0.6 0.0 1.7
O -3.376050 1.736568 -0.938825 2.0 -2.6 -1.6
C -2.519751 0.642567 -0.894445 0.9 -1.7 1.7
O -2.521999 -0.317922 -0.054279 0.0 4.3 -3.6
O -1.644955 0.840109 -1.945062 -2.4 1.6 1.0
C -0.290245 0.417918 -2.010069 -1.3 -2.0 0.8
H -3.085529 3.573657 0.902946 0.3 0.1 0.2
H -2.422655 2.071177 1.568523 -0.1 -0.5 -0.7
H -3.856433 2.695239 2.204867 -0.5 0.1 -0.1
H -4.926707 2.700355 -0.226375 0.1 0.2 0.2
H -4.807009 1.135888 0.474081 0.4 -0.5 -0.1
H 0.248037 0.671317 -1.096754 0.2 0.3 -0.3
H 0.126748 0.766202 -2.955011 -0.1 0.2 0.4
H -0.473926 -0.656336 -2.027796 1.3 -0.4 -0.2
C 13.029658 -0.837065 -0.139154 -2.1 -0.7 -0.5
C 11.564460 -1.442535 -0.373120 0.8 -0.1 -0.7
O 10.562199 -0.460165 -0.008953 -1.4 0.1 -0.5
C 9.446861 -0.232653 -0.824985 1.4 0.9 -0.2
O 9.213048 -0.773094 -1.884712 -0.1 0.6 1.7
O 8.809310 0.866647 -0.270061 1.5 -1.6 -0.5
C 7.582108 1.351083 -0.792288 -0.2 0.5 0.3
H 13.814983 -1.545279 -0.403339 -0.3 -0.2 -0.2
H 13.164215 -0.600071 0.916226 -0.1 0.3 -0.2
H 13.095415 0.022041 -0.806775 0.3 0.2 0.4
H 11.430140 -2.406745 0.117141 -0.2 0.4 1.0
H 11.365258 -1.774540 -1.392036 0.4 0.7 -0.4
H 7.472929 2.359275 -0.392630 0.0 -0.2 0.5
H 6.798858 0.715378 -0.379365 -0.3 0.1 -0.6
H 7.549402 1.560174 -1.861544 0.2 -1.0 -0.2
C 3.884637 -3.494328 2.061982 -1.5 -0.8 0.7
C 5.351626 -3.504869 2.417637 -1.1 -0.3 0.3
O 5.907551 -4.711036 1.966155 0.8 -0.2 -1.1
C 7.081662 -5.098933 2.477737 -0.5 -0.9 1.0
O 7.648997 -4.770254 3.475942 0.0 1.5 0.7
O 7.438949 -6.124386 1.774852 0.9 -2.7 -2.2
C 8.588324 -6.946633 2.066351 0.8 0.6 0.1
H 3.563767 -3.560096 1.022355 0.7 0.9 -0.3
H 3.379902 -2.717595 2.636472 0.1 0.6 -0.5
H 3.302464 -4.352098 2.398730 0.6 -0.6 0.7
H 5.491831 -3.597547 3.494601 -0.1 1.2 0.1
H 5.772853 -2.634670 1.914228 0.7 0.0 0.4
H 8.437369 -8.011202 1.887400 -1.0 0.2 0.3
H 8.999632 -6.769005 3.060015 -0.4 0.0 0.1
H 9.400681 -6.745697 1.367928 -0.1 0.6 -0.2
C -5.179089 -0.114912 6.215202 0.7 -0.6 0.9
C -4.854003 0.993942 7.224134 -0.7 0.2 0.0
O -3.440997 1.030585 7.530881 0.0 -0.4 -0.1
C -2.874031 2.128517 8.065982 -4.2 2.2 -1.8
O -3.486529 3.187093 8.204728 0.9 -1.3 0.6
O -1.622497 1.960571 8.191633 1.4 -2.9 -0.2
C -0.841410 2.953081 8.729401 0.5 1.8 0.1
H -4.460521 -0.217880 5.402098 -0.2 0.7 -0.2
H -6.209190 -0.008174 5.875193 0.2 0.1 -0.2
H -5.097962 -1.097691 6.679589 -0.2 0.0 0.3
H -5.417200 0.877101 8.150009 0.2 -0.5 0.2
H -5.305836 1.914075 6.853570 1.0 0.5 -0.2
H -1.366027 3.394153 9.576950 0.5 -0.1 0.3
H -0.752244 3.747102 7.987995 0.2 0.2 0.0
H 0.146959 2.527082 8.901934 -0.3 0.1 0.4
C 1.834960 7.576083 -1.697213 -0.8 1.2 1.4
C 2.312561 6.451686 -2.494687 1.1 0.0 -1.8
O 2.784898 6.852536 -3.837131 2.8 1.3 -0.8
C 4.100562 7.388352 -4.070400 -0.6 -0.8 1.6
O 4.948149 7.600002 -3.199785 -2.1 -0.5 -2.3
O 4.234914 7.562070 -5.423632 -0.1 -0.4 1.3
C 5.533787 7.946951 -5.887522 1.2 0.7 0.4
H 1.458503 7.175810 -0.755854 -0.2 -0.2 0.1
H 1.002614 8.136980 -2.122283 0.2 0.0 -0.3
H 2.635729 8.240634 -1.372812 0.1 0.1 -0.4
H 1.509111 5.796980 -2.832211 0.2 -0.3 0.6
H 3.110819 5.981950 -1.920026 0.0 -0.5 -0.4
H 5.853095 8.894620 -5.453836 -0.3 0.1 0.2
H 5.611051 8.074908 -6.967220 -1.0 -0.2 0.0
H 6.348956 7.268587 -5.635675 -0.4 -0.5 0.3
```
Positions in Å, forces in eV/Å.

The strongest force on any atom is 0.10914 hartree/bohr. Its multiplicity is 1. The energy above the lowest of the compared OMol25 structures with the same formula, charge and spin is 595.3 kJ/mol. Its SMILES is CCOC(=O)OC.CCOC(=O)OC.CCOC(=O)OC.CCOC(=O)OC.CCOC(=O)OC.CCOC(=O)OC.CCOC(=O)OC.CCOC(=O)OC.